1.
Formula: C5H7CuO3
Source: the Open Molecules 2025 dataset
Level of theory: ωB97M-V/def2-TZVPD

The geometry in XYZ format:
```
16
Properties=species:S:1:pos:R:3
O 1.219 -0.931 0.269
C 1.302 -0.024 1.236
C 0.035 0.659 1.649
H 2.137 -0.131 1.940
H 0.251 1.562 2.235
H -0.575 0.945 0.778
H -0.583 -0.011 2.273
O 3.790 -1.265 -0.043
O 2.424 -0.431 -1.643
C 2.751 -1.119 -0.667
Cu 0.162 -0.599 -1.625
C -2.611 0.200 -0.861
C -1.984 0.031 -2.046
H -2.105 0.002 0.100
H -3.591 0.697 -0.724
H -2.623 0.415 -2.871
```

The relative energy (zero: lowest compared OMol25 entry of this formula, charge and spin) comes out at 0.000 eV. As for the max |F|: 0.1056 hartree/bohr. The calculation puts the HOMO-LUMO gap (spin up / spin down) at 6.445 / 8.000 eV. The expectation value of S² is 0.7533. As for the multiplicity: 2. Its LUMO energy (spin up / spin down) is 3.8 / 3.7 eV. The charge is -1. Its electronic energy is -56078.1096 eV.

=====

2.
Formula: C5H7CuO4
Source: the Open Molecules 2025 dataset
Level of theory: ωB97M-V/def2-TZVPD

The geometry in XYZ format:
```
17
Properties=species:S:1:pos:R:3
O 0.043 -1.466 0.080
Cu -1.951 -1.240 -0.493
C 1.172 -1.911 -0.382
C 2.086 -0.901 -1.007
H 2.577 -0.352 -0.188
H 1.640 -2.699 0.233
H 1.459 -1.617 -1.908
H 3.015 -1.347 -1.390
C 0.540 0.979 -0.836
C -0.121 0.779 0.350
O -0.909 1.617 1.060
C -2.136 1.198 1.403
O -2.731 0.302 0.849
O -2.607 1.983 2.335
H 1.515 1.459 -0.741
H -0.017 1.291 -1.726
H -3.573 1.926 2.363
```

The relative energy (zero: lowest compared OMol25 entry of this formula, charge and spin) comes out at 7.588 eV. As for the max |F|: 0.1085 hartree/bohr. The calculation puts the HOMO-LUMO gap (spin up / spin down) at 6.722 / 6.797 eV. The expectation value of S² is 0.8881. As for the multiplicity: 2. Its LUMO energy (spin up / spin down) is -4.9 / -5.0 eV. The charge is +1. Its electronic energy is -58110.7252 eV.

=====

3.
Formula: C5H7F2N2
Source: the Open Molecules 2025 dataset
Level of theory: ωB97M-V/def2-TZVPD

The geometry in XYZ format:
```
16
Properties=species:S:1:pos:R:3
C -1.041 -0.088 -0.257
C 0.412 0.444 -0.545
C 0.117 -0.217 0.757
C 1.228 -0.073 -1.617
C -0.034 0.479 2.088
N -2.284 -1.814 -1.480
N -1.704 -1.074 -0.888
F 0.485 1.843 -0.492
F 0.665 -1.450 0.949
H -2.313 0.886 0.109
H 0.851 0.048 -2.572
H 1.576 -1.230 -1.509
H 2.152 0.495 -1.586
H 0.278 1.437 1.913
H 0.648 -0.112 2.628
H -1.035 0.426 2.501
```

The relative energy (zero: lowest compared OMol25 entry of this formula, charge and spin) comes out at 5.310 eV. As for the max |F|: 0.1010 hartree/bohr. The calculation puts the HOMO-LUMO gap at 9.856 eV. Its LUMO energy is -6.2 eV. The charge is +1. Its electronic energy is -13701.1054 eV.

=====

4.
Formula: C5H7F2N3O12S2V3
Source: the Open Molecules 2025 dataset
Level of theory: ωB97M-V/def2-TZVPD

The geometry in XYZ format:
```
34
Properties=species:S:1:pos:R:3
O -3.356 -3.238 -3.106
V -2.222 -2.534 -2.193
O -1.729 -3.722 -1.192
O 1.478 0.374 2.921
V 2.386 -0.171 1.724
O 2.671 -1.764 2.024
O 1.296 1.628 -3.748
V 1.315 0.020 -3.741
N 3.461 0.587 0.108
S 4.035 1.948 -0.225
O 3.501 2.695 -1.374
O 5.396 2.183 0.180
F 3.263 2.648 1.036
S 4.082 -0.085 -1.327
O 5.510 -0.126 -1.463
O 3.213 -0.086 -2.504
F 4.019 -1.661 -0.862
O 0.541 -0.404 0.474
C -0.048 -0.488 -0.683
O -1.146 -1.057 -0.823
O 0.592 -0.144 -1.666
H -0.173 -0.872 0.913
C -3.419 -1.138 3.628
C -2.125 -1.250 2.975
N -1.095 -1.310 2.479
H -4.137 -0.730 2.916
H -3.268 -0.491 4.492
H -3.833 -2.089 3.963
C -3.071 1.609 -1.112
C -3.882 2.348 -0.237
N -4.601 2.946 0.465
H -3.161 2.105 -2.078
H -3.479 0.598 -1.113
H -2.013 1.671 -0.854
```

As for the max |F|: 0.2510 hartree/bohr. The calculation puts the HOMO-LUMO gap (spin up / spin down) at 4.417 / 5.051 eV. The expectation value of S² is 3.9930. As for the multiplicity: 4. Its LUMO energy (spin up / spin down) is -12.0 / -11.3 eV. The charge is +2. Its electronic energy is -138479.3045 eV.